An isolated molecule of C4H5N3O in a non-equilibrium geometry. Source: the Open Molecules 2025 dataset; level of theory: ωB97M-V/def2-TZVPD.

Atoms and positions in Å:
H (2.474, -1.950, 0.159)
H (-0.808, 2.401, -0.054)
C (2.147, -0.906, 0.061)
H (2.739, -0.200, 0.515)
N (-1.838, 0.311, -0.145)
N (-0.322, -1.670, -0.149)
H (-2.406, -1.547, 0.431)
N (-0.869, 1.240, 0.268)
C (-1.469, -1.054, -0.044)
O (1.277, 1.674, -0.235)
C (0.853, -0.805, 0.003)
H (-2.774, 0.474, 0.173)
C (0.431, 0.810, 0.121)

Output
- SMILES = C=C1N=CNNC1=O
- total charge = 0
- lowest unoccupied orbital energy (Eh) = 0.016
- ΔE to the lowest compared entry with this formula, charge and spin (eV) = 4.849
- multiplicity = 1

Atomic partial charges in e from the Löwdin method, atoms 1 to 5: atom 1 (H): 0.08, atom 2 (H): 0.26, atom 3 (C): 0.05, atom 4 (H): 0.05, atom 5 (N): -0.01



A structure of composition C19H32BMnN6Se2. Source: the Open Molecules 2025 dataset; level of theory: ωB97M-V/def2-TZVPD.

Atoms and positions in Å:
H (-4.904, 3.647, 0.468)
H (5.412, -2.245, -1.065)
H (0.734, 3.252, 4.188)
C (1.735, 2.978, 1.649)
H (-3.504, 3.668, 1.543)
H (-2.746, 2.321, -4.264)
H (5.772, -0.829, -0.050)
H (-0.230, 1.777, 4.070)
C (-2.629, -0.871, 3.377)
C (0.567, 2.491, 2.215)
H (3.862, -5.151, 0.213)
H (2.328, -5.528, 1.048)
Se (3.355, -0.828, -0.646)
C (5.244, -1.181, -0.932)
C (-3.412, 2.663, -1.611)
C (2.765, 2.743, -0.727)
H (-4.532, 2.238, 1.463)
C (2.781, -5.208, 0.115)
N (-2.169, 1.755, -0.027)
H (3.883, -3.510, -1.972)
H (5.553, -0.619, -1.810)
B (-1.521, 1.196, 1.263)
H (3.423, -1.389, -3.121)
H (-2.117, 1.570, 2.222)
H (-1.156, -2.715, -1.926)
Mn (-0.099, 0.291, -1.030)
C (-2.168, -1.244, 2.009)
H (-1.829, -0.401, 3.948)
N (0.707, 1.690, 0.158)
C (-2.042, 1.774, -3.643)
C (1.779, 2.462, 0.357)
C (2.771, -1.698, -2.305)
H (2.357, -3.823, -2.805)
N (-1.251, -1.009, 0.010)
N (-1.623, 1.420, -1.230)
H (-1.043, 2.143, -3.881)
H (-0.904, 3.315, 3.537)
C (2.842, -3.202, -2.054)
H (2.500, -5.874, -0.700)
H (2.846, 3.818, -0.886)
H (3.762, 2.379, -0.475)
H (2.442, 3.646, 2.110)
C (-2.259, -2.465, 1.355)
N (-0.044, 1.710, 1.305)
C (-1.585, -3.209, -1.052)
H (-2.576, -3.567, -1.328)
H (-2.708, -3.365, 1.737)
H (-2.957, -1.761, 3.909)
H (-0.981, -4.087, -0.817)
H (-2.105, 0.722, -3.930)
C (-3.261, 2.508, -0.240)
Se (2.052, -3.463, -0.303)
N (-1.551, -0.373, 1.190)
H (-3.464, -0.171, 3.336)
H (-4.188, 3.217, -2.111)
C (0.008, 2.720, 3.578)
C (-4.096, 3.044, 0.874)
C (-1.680, -2.271, 0.104)
H (2.458, 2.293, -1.673)
C (-2.365, 1.962, -2.201)
H (1.761, -1.356, -2.537)

Output
- total charge = +2
- lowest unoccupied orbital energy (alpha / beta) (Eh) = -0.238 / -0.328
- ΔE to the lowest compared entry with this formula, charge and spin (eV) = 1.741
- multiplicity = 5

Atomic partial charges in e from the Löwdin method, atoms 1 to 5: atom 1 (H): 0.09, atom 2 (H): 0.04, atom 3 (H): 0.09, atom 4 (C): 0.05, atom 5 (H): 0.09



Copy entry 1 word for word.
An isolated molecule of C4H5N3O in a non-equilibrium geometry. Source: the Open Molecules 2025 dataset; level of theory: ωB97M-V/def2-TZVPD.

Atoms and positions in Å:
H (2.474, -1.950, 0.159)
H (-0.808, 2.401, -0.054)
C (2.147, -0.906, 0.061)
H (2.739, -0.200, 0.515)
N (-1.838, 0.311, -0.145)
N (-0.322, -1.670, -0.149)
H (-2.406, -1.547, 0.431)
N (-0.869, 1.240, 0.268)
C (-1.469, -1.054, -0.044)
O (1.277, 1.674, -0.235)
C (0.853, -0.805, 0.003)
H (-2.774, 0.474, 0.173)
C (0.431, 0.810, 0.121)

Output
- SMILES = C=C1N=CNNC1=O
- total charge = 0
- lowest unoccupied orbital energy (Eh) = 0.016
- ΔE to the lowest compared entry with this formula, charge and spin (eV) = 4.849
- multiplicity = 1

Atomic partial charges in e from the Löwdin method, atoms 1 to 5: atom 1 (H): 0.08, atom 2 (H): 0.26, atom 3 (C): 0.05, atom 4 (H): 0.05, atom 5 (N): -0.01



- Look up the total charge of the second one.
  +2



Repeat the first record exactly.
An isolated molecule of C4H5N3O in a non-equilibrium geometry. Source: the Open Molecules 2025 dataset; level of theory: ωB97M-V/def2-TZVPD.

Atoms and positions in Å:
H (2.474, -1.950, 0.159)
H (-0.808, 2.401, -0.054)
C (2.147, -0.906, 0.061)
H (2.739, -0.200, 0.515)
N (-1.838, 0.311, -0.145)
N (-0.322, -1.670, -0.149)
H (-2.406, -1.547, 0.431)
N (-0.869, 1.240, 0.268)
C (-1.469, -1.054, -0.044)
O (1.277, 1.674, -0.235)
C (0.853, -0.805, 0.003)
H (-2.774, 0.474, 0.173)
C (0.431, 0.810, 0.121)

Output
- SMILES = C=C1N=CNNC1=O
- total charge = 0
- lowest unoccupied orbital energy (Eh) = 0.016
- ΔE to the lowest compared entry with this formula, charge and spin (eV) = 4.849
- multiplicity = 1

Atomic partial charges in e from the Löwdin method, atoms 1 to 5: atom 1 (H): 0.08, atom 2 (H): 0.26, atom 3 (C): 0.05, atom 4 (H): 0.05, atom 5 (N): -0.01



- The lowest total charge belongs to which entry?
  C4H5N3O